Density functional theory data (wB97M-V/def2-TZVPD) for the molecule C23H27ClN4O.

Element x y z (Å)
1 Cl -1.723 1.830 -4.822
2 O 3.303 0.698 1.759
3 N 1.964 2.846 -1.043
4 N 2.466 -0.136 -0.170
5 N 1.531 4.733 0.082
6 N -0.182 0.535 0.775
7 C -1.432 2.429 -2.200
8 C 3.536 0.345 -2.999
9 C -0.809 0.196 -2.872
10 C -1.217 -0.290 2.919
11 C 1.063 2.680 1.280
12 C 4.336 0.231 -1.733
13 C -1.344 0.586 1.669
14 C -0.837 -1.724 2.561
15 C -0.551 0.883 -0.565
16 C -1.284 1.459 -3.181
17 C 0.649 3.450 2.328
18 C 2.010 5.102 -1.154
19 C 2.264 3.928 -1.811
20 C 1.014 1.165 1.359
21 C 3.743 -0.646 -0.653
22 C 0.667 4.874 2.263
23 C 1.111 5.494 1.142
24 C -2.539 -0.241 3.684
25 C -1.071 2.133 -0.897
26 C -0.456 -0.087 -1.558
27 C 1.530 3.344 0.103
28 C 5.494 0.853 -1.543
29 C 2.377 0.560 0.975
30 H 4.032 0.990 -3.725
31 H 2.652 3.813 -2.811
32 H 0.125 -1.766 2.049
33 H 1.705 -0.066 -0.822
34 H -0.098 -1.072 -1.284
35 H -2.200 0.224 1.093
36 H -0.781 -2.346 3.455
37 H -1.587 -2.158 1.895
38 H 2.549 0.767 -2.791
39 H 4.409 -0.716 0.202
40 H -2.477 -0.815 4.609
41 H -2.816 0.783 3.941
42 H -1.191 2.885 -0.126
43 H -0.726 -0.555 -3.645
44 H 1.160 6.565 1.015
45 H -1.821 3.404 -2.461
46 H 5.931 1.478 -2.313
47 H -1.584 1.616 1.971
48 H 3.576 -1.651 -1.051
49 H -3.346 -0.666 3.082
50 H 0.337 5.467 3.103
51 H 0.317 2.972 3.241
52 H 6.033 0.762 -0.609
53 H -0.443 0.122 3.576
54 H 3.390 -0.637 -3.457
55 H 0.974 0.934 2.424
56 H 2.124 6.134 -1.435

Computed properties:
energy: -44819.870 eV
HOMO energy: -8.3 eV
Kohn-Sham gap: 8.858 eV
molecular weight: 410.9 g/mol